1.
This record from OMol25 describes a molecular structure, C17H17IrN5O in a non-equilibrium geometry. The level of theory is ωB97M-V with the def2-TZVPD basis set.

Computed properties:
Electronic energy (eV): -30237.4708
Lowest unoccupied orbital energy (spin up / spin down) (eV): 2.8 / 2.6
Expectation value of S²: 6.0519
Kohn-Sham gap (spin up / spin down) (eV): 3.62 / 6.90
Spin multiplicity: 5
Charge: -1

Structure (XYZ):
```
41
Properties=species:S:1:pos:R:3:forces:R:3
Ir 0.088649 0.192343 0.288713 0.4 2.5 1.8
C -1.713691 -1.435926 -1.298588 -0.3 -0.2 -0.5
N -0.243773 -1.492391 -1.063756 0.1 0.9 0.4
C 0.674311 -1.184722 -2.195838 0.0 -0.1 -0.6
C 1.888137 -0.477593 -1.744929 0.4 -0.9 0.3
N 1.944186 0.309012 -0.624746 -1.1 -0.1 -0.3
C 3.132074 0.956737 -0.597211 0.2 -0.1 -0.2
C 3.676275 1.849861 0.324701 0.0 0.0 0.0
C 4.964283 2.341018 0.068930 0.0 0.1 0.1
C 5.692915 1.967854 -1.044431 -0.1 -0.1 -0.1
C 5.151109 1.056765 -1.983009 0.2 0.0 0.0
C 3.887884 0.568290 -1.747401 -0.2 0.0 0.1
N 3.088661 -0.314705 -2.458283 -0.1 0.3 0.2
C -2.440183 -0.935705 -0.116244 0.1 -0.9 0.5
N -1.893220 -0.097376 0.818693 0.7 0.1 -1.0
C -2.865893 0.320650 1.661834 -0.2 -0.2 0.0
C -2.826215 1.159569 2.774576 0.0 0.0 0.0
C -4.028769 1.386141 3.458803 0.1 0.1 0.1
C -5.223020 0.809159 3.070693 0.0 -0.1 -0.1
C -5.271985 -0.049019 1.945764 -0.1 0.0 0.1
C -4.101292 -0.278889 1.262708 0.2 0.1 0.0
N -3.817564 -1.046430 0.142890 0.1 0.3 0.1
H -2.125618 -2.418742 -1.570093 0.1 0.0 -0.2
H -1.836415 -0.785734 -2.191484 0.0 0.0 0.0
H 0.038566 -2.317098 -0.543422 0.0 0.0 -0.1
H 0.062562 -0.587789 -2.905979 -0.1 0.0 0.0
H 0.980714 -2.092456 -2.735775 -0.2 0.0 -0.1
H 3.099874 2.148885 1.189481 0.0 0.0 0.0
H 5.403171 3.041398 0.770734 0.0 0.0 0.0
H 6.684359 2.371501 -1.205021 0.0 0.0 0.0
H 5.713399 0.758918 -2.860900 0.0 0.0 0.0
H 3.325977 -0.738589 -3.333162 0.0 0.0 0.0
H -1.892550 1.618578 3.069636 0.0 0.0 0.0
H -4.020455 2.040358 4.323440 0.0 0.0 0.0
H -6.129664 1.011102 3.626482 0.0 0.0 0.0
H -6.204023 -0.505255 1.631542 0.0 0.0 0.0
H -4.485934 -1.566191 -0.390516 0.0 0.0 0.0
C 0.705280 -1.058022 1.574908 0.2 -1.0 0.2
H 1.761928 -1.301525 1.630917 0.0 0.0 0.1
H 0.010048 -1.487232 2.290005 0.1 0.0 0.1
O 0.288051 1.772554 1.278660 -0.3 -0.7 -0.9
```
Positions in Å, forces in eV/Å.

2.
This record from OMol25 describes a single C17H17N3O4S2 molecule. The level of theory is ωB97M-V with the def2-TZVPD basis set.

Computed properties:
Electronic energy (eV): -52236.5789
Lowest unoccupied orbital energy (eV): 0.5
SMILES: COc1ccc(OC)c(NC(=O)CSc2nc3scc(C)c3c(=O)[nH]2)c1
Kohn-Sham gap (eV): 8.25
Charge: 0

Structure (XYZ):
```
43
Properties=species:S:1:pos:R:3:forces:R:3
C -4.360314 -1.472896 -2.716404 0.0 -0.2 -0.1
O -4.399504 -0.173693 -2.173251 0.0 0.2 0.1
C -3.589918 0.108262 -1.116158 0.1 0.3 0.3
C -3.669658 1.400350 -0.605523 -0.1 -0.3 -0.3
C -2.892707 1.783102 0.472830 0.2 -0.1 0.2
C -2.019341 0.885120 1.064384 -0.1 -0.2 -0.1
O -1.215444 1.153777 2.147517 -0.1 -0.4 -0.2
C -1.277065 2.439746 2.712860 0.0 0.1 0.1
C -1.928873 -0.417136 0.543369 -0.1 0.2 0.1
N -1.019921 -1.275245 1.171855 -0.3 0.5 0.4
C -0.765564 -2.574733 0.913168 0.2 -0.1 0.4
O -1.322955 -3.259022 0.083053 -0.1 -0.2 -0.2
C 0.325529 -3.155678 1.814682 0.3 0.1 -0.4
S 1.797615 -3.585746 0.836652 -0.1 -0.4 0.1
C 2.346276 -1.996559 0.369523 -0.3 0.3 0.4
N 1.745251 -0.948163 0.830190 0.0 -0.4 0.2
C 2.220782 0.237537 0.393336 0.5 0.3 -0.4
S 1.525413 1.743960 0.858374 0.4 -0.1 -0.3
C 2.692344 2.590106 -0.104369 -0.1 -0.2 0.1
C 3.566001 1.778819 -0.750708 -0.1 0.2 0.1
C 4.667376 2.232455 -1.642358 0.1 0.0 -0.1
C 3.298554 0.406054 -0.467902 -0.5 0.0 0.4
C 3.987897 -0.762591 -0.960060 -0.2 0.0 0.1
O 4.943337 -0.819632 -1.699450 0.2 0.0 -0.2
N 3.409106 -1.950836 -0.472608 0.0 -0.2 0.0
C -2.710479 -0.799929 -0.535617 -0.2 -0.1 -0.3
H -5.084032 -1.472295 -3.530002 0.1 -0.1 0.0
H -4.645599 -2.226479 -1.976230 0.0 0.0 0.0
H -3.368967 -1.713067 -3.112461 0.0 0.0 0.0
H -4.351319 2.097936 -1.064023 -0.1 0.1 -0.1
H -2.981803 2.790597 0.845270 0.0 0.1 0.1
H -0.570602 2.429733 3.541217 -0.1 0.1 0.0
H -0.976356 3.208099 1.994463 0.0 0.0 0.0
H -2.279493 2.662147 3.091777 0.0 0.0 0.0
H -0.434607 -0.791541 1.841379 0.0 -0.3 -0.1
H 0.635117 -2.479690 2.608403 -0.1 -0.1 0.0
H -0.014087 -4.107615 2.222698 0.0 0.1 0.0
H 2.654759 3.661187 -0.131263 0.1 0.2 -0.1
H 4.684826 3.316664 -1.713572 0.0 0.1 0.0
H 4.539935 1.804096 -2.634846 0.1 0.0 -0.1
H 5.622734 1.876746 -1.260803 0.1 0.0 -0.1
H 3.830312 -2.816291 -0.790063 0.0 0.2 0.0
H -2.614538 -1.807654 -0.899329 0.0 0.0 0.0
```
Positions in Å, forces in eV/Å.

3.
This record from OMol25 describes a molecular structure, C17H17N6O3PtS. The level of theory is ωB97M-V with the def2-TZVPD basis set.

Computed properties:
Electronic energy (eV): -47071.9779
Lowest unoccupied orbital energy (eV): 1.6
Kohn-Sham gap (eV): 6.44
Charge: -1

Structure (XYZ):
```
45
Properties=species:S:1:pos:R:3:forces:R:3
Pt 0.766930 0.244223 0.716381 0.1 -0.1 -0.2
N -1.552641 -1.108224 -1.160670 0.2 0.2 0.0
C -0.817261 -2.361491 -1.295395 -0.1 -0.1 0.0
C 0.700679 -2.331173 -1.140683 0.1 0.2 0.1
O 1.303881 -3.178708 -1.812271 0.1 -0.2 0.1
N 1.304962 -1.475617 -0.298927 -0.1 0.0 -0.2
C 2.761998 -1.523559 -0.327274 0.0 0.0 0.1
C 3.364358 -0.125446 -0.313147 -0.2 -0.1 -0.1
O 4.537362 0.059645 -0.565878 0.1 0.0 0.0
O 2.525755 0.837037 -0.022411 -0.1 0.1 0.1
H -1.111475 -0.365592 -1.689035 0.0 0.0 0.0
H -2.495510 -1.221079 -1.509460 0.0 0.0 0.0
H -1.183923 -3.054710 -0.532488 -0.1 -0.1 -0.1
H -0.955743 -2.851439 -2.262549 0.0 0.0 0.0
H 3.147818 -2.055918 0.551795 0.0 0.0 0.0
H 3.121952 -2.053684 -1.206197 0.0 0.0 0.0
S 0.303975 2.286367 1.675322 0.0 -0.1 -0.1
C -1.390907 1.957255 1.847741 0.2 0.0 0.0
N -2.244324 2.901789 1.970869 -0.2 -0.1 -0.2
N -3.582725 2.468995 2.182300 0.2 0.1 0.0
C -3.936476 2.162245 3.501931 -0.1 0.0 0.0
C -5.297610 2.142645 3.825693 0.0 0.0 0.1
C -5.709083 1.801987 5.100463 0.1 0.0 0.0
C -4.772637 1.473064 6.075799 -0.1 0.0 0.1
C -3.426145 1.499892 5.755191 0.0 0.0 -0.1
C -2.998616 1.843477 4.477360 0.0 -0.1 0.2
N -1.803026 0.588368 1.967806 0.1 0.0 -0.1
N -0.968865 -0.235277 1.546036 0.0 -0.1 0.0
C -1.386244 -1.607788 1.716902 -0.1 0.0 0.2
C -0.430039 -2.585722 1.945008 -0.1 0.2 0.0
C -0.843124 -3.900770 2.102844 0.0 -0.1 0.0
C -2.188677 -4.227941 2.025330 0.1 -0.1 0.0
C -3.137126 -3.235834 1.808099 0.0 0.1 0.0
C -2.740504 -1.917863 1.659636 0.1 -0.1 0.1
H -4.180153 3.199996 1.829529 0.0 0.1 -0.1
H -6.027726 2.386308 3.062653 0.0 0.0 0.0
H -6.766422 1.787973 5.333866 0.0 0.0 0.0
H -5.093358 1.199855 7.072834 0.0 0.0 0.0
H -2.686354 1.251615 6.506033 0.0 0.0 0.0
H -1.942541 1.871071 4.248152 -0.1 0.0 0.1
H 0.614903 -2.309558 1.964482 0.0 0.0 0.0
H -0.105339 -4.674452 2.268434 0.0 0.0 0.0
H -2.500088 -5.259525 2.130836 0.0 0.0 0.0
H -4.187021 -3.492591 1.748970 0.0 0.0 0.0
H -3.449403 -1.123476 1.486056 -0.1 0.0 0.0
```
Positions in Å, forces in eV/Å.

4.
This record from OMol25 describes a molecular structure, C17H18AsN2O6RhS2. The level of theory is ωB97M-V with the def2-TZVPD basis set.

Computed properties:
Electronic energy (eV): -118700.9230
Lowest unoccupied orbital energy (spin up / spin down) (eV): 4.8 / 4.8
Expectation value of S²: 6.0675
Kohn-Sham gap (spin up / spin down) (eV): 4.10 / 6.56
Spin multiplicity: 5
Charge: -2

Structure (XYZ):
```
47
Properties=species:S:1:pos:R:3:forces:R:3
Rh 0.279482 -0.428915 -0.888351 -0.1 0.5 -0.5
O -2.571376 2.744076 1.374470 -0.1 0.1 -0.2
As -2.161254 1.013385 1.094799 0.1 -0.3 0.0
O -3.559124 0.172042 0.936250 0.2 0.1 0.1
O -1.058678 1.154569 -0.154562 -0.1 -0.2 0.3
C -1.408195 0.813463 2.906688 0.0 0.0 0.0
C -2.041365 1.531805 3.919456 0.1 -0.1 -0.1
C -1.613981 1.424397 5.235045 -0.1 0.1 0.1
C -0.549846 0.602056 5.561952 0.2 -0.1 0.0
C 0.088650 -0.125840 4.566017 -0.1 0.1 0.1
C -0.342936 -0.016437 3.253688 -0.1 0.0 0.0
S 0.431267 -1.013903 1.998347 -0.3 0.1 0.1
O 1.293887 -0.087158 1.249225 0.2 -0.1 0.0
O 1.150377 -2.072163 2.670477 0.1 0.0 0.2
O -0.709242 -1.430224 1.186600 0.0 -0.3 0.0
H -2.742310 3.080929 0.486882 0.0 0.1 0.0
H -2.871320 2.174459 3.661098 0.0 0.0 0.0
H -2.120158 1.987285 6.012125 0.0 0.0 0.0
H -0.225907 0.512194 6.592970 0.0 0.0 0.0
H 0.907780 -0.797162 4.787777 0.0 0.0 0.0
C 3.287818 1.128438 -2.525002 0.0 0.0 -0.1
N 4.020826 0.254615 -1.634432 0.0 -0.1 0.0
C 4.697300 0.954138 -0.555334 0.0 0.1 0.0
C 4.926093 -0.144701 0.482864 0.0 0.1 0.0
N 3.913952 -1.146125 0.182197 -0.1 -0.1 -0.1
C 3.275039 -0.796130 -1.031192 0.1 -0.1 0.1
S 2.049468 -1.705214 -1.778229 0.0 0.2 0.0
H 3.987217 1.751612 -3.089142 0.0 0.0 0.0
H 2.594625 1.780572 -1.968627 0.0 0.0 0.0
H 2.697807 0.529497 -3.215719 0.0 0.0 0.0
H 4.058557 1.757388 -0.152621 0.0 -0.1 0.0
H 5.634662 1.399905 -0.900133 0.0 0.0 0.0
H 4.828158 0.230394 1.503389 0.0 0.0 0.0
H 5.931549 -0.565814 0.372553 0.0 0.0 0.0
H 3.232948 -1.289510 0.918867 0.0 0.0 0.0
C -0.765352 -0.682071 -2.482635 0.0 -0.2 -0.1
C -2.011515 -0.984745 -3.033653 0.0 0.1 0.2
C -2.220195 -1.057261 -4.445577 0.0 0.0 0.0
C -3.456403 -1.356911 -4.981418 0.0 0.0 0.0
C -4.559115 -1.598166 -4.155966 0.1 0.0 0.0
C -4.385147 -1.524619 -2.767618 0.0 0.0 0.0
C -3.159644 -1.228631 -2.211606 0.0 0.0 0.0
H -1.369439 -0.877535 -5.093305 0.0 0.0 0.0
H -3.571597 -1.406957 -6.060429 0.0 0.0 0.0
H -5.530021 -1.824710 -4.581444 0.0 0.0 0.0
H -5.232087 -1.693572 -2.110549 0.0 0.0 0.0
H -3.051252 -1.142745 -1.136192 0.0 0.0 0.0
```
Positions in Å, forces in eV/Å.

5.
This record from OMol25 describes a single C17H18BrN3O3 molecule. The level of theory is ωB97M-V with the def2-TZVPD basis set.

Computed properties:
Electronic energy (eV): -98577.2861
Lowest unoccupied orbital energy (eV): 0.3
SMILES: O=C(COc1ccc(Br)cc1)NCCCNC(=O)c1ccncc1
Kohn-Sham gap (eV): 8.96
Charge: 0

Structure (XYZ):
```
42
Properties=species:S:1:pos:R:3:forces:R:3
O -1.497929 -2.506281 -1.408947 -0.4 -0.2 -0.2
C -0.561498 -1.766812 -1.179369 0.4 0.5 -0.1
C -0.242678 -0.593438 -2.117729 -0.3 -0.2 -0.3
O 0.245572 0.563787 -1.481768 0.1 0.0 0.1
C 1.571673 0.720582 -1.219640 0.4 0.2 0.0
C 2.572554 -0.204049 -1.507021 -0.4 0.0 -0.1
C 3.891029 0.081990 -1.192858 0.2 0.2 0.1
C 4.207882 1.282216 -0.586984 0.3 -0.1 0.0
Br 6.022134 1.662900 -0.153633 -0.2 0.0 0.0
C 3.222446 2.211723 -0.289936 0.1 -0.1 0.0
C 1.912851 1.930457 -0.609082 -0.2 -0.2 -0.1
N 0.278676 -1.922866 -0.144582 0.3 0.1 0.2
C 0.144718 -2.987553 0.826632 0.0 -0.2 0.2
C 0.009840 -2.452435 2.250680 -0.2 0.0 -0.2
C -1.389919 -1.918402 2.570218 0.5 0.1 0.2
N -1.849106 -0.903544 1.643633 -0.3 -0.1 -0.1
C -1.196541 0.261395 1.448605 -0.3 -0.2 0.0
O -0.149978 0.537565 2.008679 0.1 0.1 0.1
C -1.856485 1.217909 0.506041 -0.1 0.5 -0.2
C -1.532361 2.566609 0.628423 -0.1 -0.3 0.0
C -2.107298 3.473111 -0.245805 0.2 0.0 0.3
N -2.950739 3.122074 -1.201158 -0.2 0.3 -0.4
C -3.255230 1.842497 -1.320877 -0.1 -0.3 0.0
C -2.745566 0.848253 -0.498928 0.1 0.1 0.2
H -1.178247 -0.292910 -2.597653 0.2 -0.2 0.1
H 0.436692 -0.949295 -2.902625 -0.1 0.1 0.1
H 2.348041 -1.151489 -1.972968 -0.1 -0.1 0.0
H 4.665023 -0.635182 -1.418941 0.1 0.0 0.0
H 3.479994 3.145247 0.185164 0.0 0.1 0.0
H 1.123536 2.631285 -0.393082 -0.1 0.1 0.0
H 0.963420 -1.211354 0.064831 -0.1 0.0 -0.1
H 1.032834 -3.626617 0.762612 -0.2 0.0 0.0
H -0.730509 -3.573861 0.536162 0.1 0.0 0.0
H 0.231442 -3.253826 2.956096 0.0 0.0 0.0
H 0.734326 -1.650970 2.403196 0.0 -0.1 0.1
H -1.369603 -1.489844 3.578963 -0.1 -0.1 -0.1
H -2.113973 -2.734183 2.548463 0.0 0.1 0.0
H -2.679596 -1.099536 1.111493 0.0 0.1 0.0
H -0.841590 2.875379 1.398008 0.1 0.0 0.0
H -1.882793 4.530166 -0.185814 0.1 0.1 0.1
H -3.943605 1.600213 -2.120420 0.0 -0.1 0.0
H -3.019438 -0.180914 -0.678078 0.0 -0.1 0.0
```
Positions in Å, forces in eV/Å.

Computed energy relative to the best compared isomer or geometry (same formula, charge and spin) (kcal/mol) in order:
0.0 0.0 1.7 9.6 0.0